Density functional theory data (ωB97M-V with the def2-TZVPD basis set) for one molecule with the formula C6H10O in a non-equilibrium geometry.

The geometry in ORCA input format:
```
! RIJCOSX wB97M-V def2-TZVPD def2/J DEFGRID3
* xyz 0 1
O -1.397 1.981 0.399
C -1.874 1.051 1.023
C -1.065 -0.098 1.358
C 0.433 0.068 1.124
C 0.942 -0.701 -0.276
C 0.222 -0.635 -1.645
C 1.451 0.167 -1.381
H -2.949 1.011 1.309
H -1.478 -0.823 2.064
H -0.649 -0.604 0.349
H 0.982 -0.396 1.931
H 0.690 1.105 0.932
H 1.452 -1.648 -0.090
H 0.272 -1.509 -2.302
H -0.718 -0.092 -1.704
H 2.377 -0.113 -1.868
H 1.310 1.235 -1.223
*
```

Values from the calculation:
* relative energy (zero: lowest compared OMol25 entry of this formula, charge and spin): 3.175 eV
* SMILES: O=CCCC1CC1



Density functional theory data (ωB97M-V with the def2-TZVPD basis set) for C16H17F3N2O3S2 as an isolated structure in a non-equilibrium geometry.

The geometry in ORCA input format:
```
! RIJCOSX wB97M-V def2-TZVPD def2/J DEFGRID3
* xyz 0 1
C 2.558 0.928 -1.588
N 3.328 1.402 -0.433
S 3.992 0.195 0.610
C 4.737 -1.139 -0.193
F 5.551 -1.707 0.769
F 3.809 -2.061 -0.604
F 5.485 -0.753 -1.250
S 2.725 2.663 0.534
C 1.619 1.671 1.522
C 0.261 1.892 1.362
C -0.604 0.880 1.774
C -0.105 -0.344 2.228
C 1.257 -0.462 2.546
C 2.102 0.625 2.319
O 3.766 3.090 1.430
O 2.065 3.598 -0.356
H 2.449 -0.170 -1.558
H 1.575 1.423 -1.615
H 3.160 1.235 -2.455
H -0.066 2.813 0.882
H -1.677 1.038 1.702
H -0.763 -1.204 2.362
H 1.681 -1.373 2.979
H 3.097 0.614 2.780
C -0.899 -1.266 -3.497
C -1.499 -0.345 -2.447
C -1.397 -0.776 -1.093
N -2.588 -0.693 -0.345
C -3.427 0.421 -0.388
C -4.582 0.454 0.395
C -4.893 -0.595 1.259
C -4.047 -1.703 1.281
C -2.904 -1.730 0.500
O -2.083 0.714 -2.738
H 0.150 -1.499 -3.242
H -1.455 -2.226 -3.501
H -0.940 -0.803 -4.495
H -0.742 -1.610 -0.829
H -3.230 1.171 -1.148
H -5.241 1.323 0.284
H -5.765 -0.557 1.901
H -4.241 -2.559 1.909
H -2.221 -2.574 0.445
*
```



Density functional theory data (ωB97M-V with the def2-TZVPD basis set) for C38H28N5NaO12S as an isolated structure in a non-equilibrium geometry.

The geometry in ORCA input format:
```
! RIJCOSX wB97M-V def2-TZVPD def2/J DEFGRID3
* xyz -2 1
Na 0.256 -0.616 0.515
O 0.489 2.004 3.494
C 0.461 2.289 2.175
O 1.402 2.756 1.593
C -0.874 1.981 1.574
C -2.059 2.296 2.219
C -3.248 1.938 1.600
C -3.210 1.278 0.388
C -1.970 1.024 -0.188
N -0.830 1.377 0.393
C -1.812 0.160 -1.436
O -3.042 0.079 -2.133
O -1.320 -1.003 -1.140
H 1.412 2.039 3.776
H -2.052 2.812 3.169
H -4.192 2.174 2.076
H -4.104 0.964 -0.129
H -3.019 -0.805 -2.517
C -3.027 -1.764 2.314
N -1.625 -1.389 2.263
C -0.796 -2.302 2.616
C 0.620 -2.192 2.664
C 1.500 -3.256 2.954
C 2.785 -2.733 2.870
C 2.614 -1.378 2.542
N 1.327 -1.040 2.422
C -3.478 -2.895 1.399
C -2.721 -3.306 0.307
C -3.175 -4.313 -0.532
C -4.383 -4.947 -0.277
C -5.145 -4.548 0.812
C -4.695 -3.529 1.639
H -3.605 -0.874 2.051
H -3.313 -2.037 3.342
H -1.175 -3.291 2.928
H 1.216 -4.271 3.195
H 3.720 -3.257 3.006
H 3.391 -0.635 2.408
H -1.791 -2.807 0.094
H -2.569 -4.606 -1.383
H -4.729 -5.752 -0.915
H -6.089 -5.037 1.026
H -5.305 -3.220 2.483
O -1.855 2.884 -2.083
C -0.895 2.216 -2.413
O -0.862 0.890 -2.372
C 0.319 2.856 -3.027
C 0.102 3.861 -3.913
C 1.171 4.511 -4.567
C 2.474 4.175 -4.235
C 2.739 3.231 -3.274
C 1.678 2.435 -2.626
O 1.904 1.521 -1.840
N 4.127 3.027 -2.949
O 4.432 2.426 -1.939
O 4.978 3.513 -3.706
N 0.923 5.498 -5.548
O -0.242 5.818 -5.791
O 1.876 6.012 -6.139
H -0.910 4.160 -4.152
H 3.298 4.672 -4.722
O 1.250 -1.797 -0.697
S 0.830 -1.590 -2.099
C 2.421 -1.748 -3.001
C 2.483 -1.784 -4.387
C 3.713 -1.767 -5.026
C 4.884 -1.708 -4.282
C 4.818 -1.671 -2.898
C 3.588 -1.686 -2.258
C 0.407 -3.301 -2.612
C 0.777 -4.330 -1.758
C 0.576 -5.650 -2.128
C -0.010 -5.948 -3.353
C -0.428 -4.917 -4.181
C -0.228 -3.594 -3.809
H 1.572 -1.831 -4.973
H 3.756 -1.791 -6.108
H 5.842 -1.673 -4.786
H 5.724 -1.596 -2.311
H 3.510 -1.619 -1.181
H 1.231 -4.066 -0.810
H 0.883 -6.449 -1.464
H -0.143 -6.979 -3.660
H -0.911 -5.145 -5.124
H -0.569 -2.794 -4.456
*
```

Values from the calculation:
* relative energy (zero: lowest compared OMol25 entry of this formula, charge and spin): 1.132 eV



| no. | E_tot (eV) |
| --- | --- |
| 1 | -8428.06498 |
| 2 | -55808.96388 |
| 3 | -87130.69903 |